Formula: C13H19F11NO4
Source: OMol25
Level of theory: ωB97M-V/def2-TZVPD

XYZ file:
```
48
Properties=species:S:1:pos:R:3:lowdin_charge:R:1
N -4.9112 -0.1248 -1.4386 0.20
C -4.5068 -1.2773 -0.5495 -0.11
C -4.2397 -0.8218 0.9029 -0.14
C -2.8430 -1.1750 1.4437 -0.06
C -1.6285 -0.6659 0.6760 -0.42
F -1.3787 -1.4431 -0.4206 0.10
F -0.5404 -0.7482 1.4810 0.14
C -1.6866 0.8166 0.1848 -0.54
F -2.2302 0.8670 -1.0588 0.14
F -0.4923 1.3518 0.1249 0.21
F -2.4520 1.5642 0.9825 0.18
H -4.7880 -0.3486 -2.4279 0.18
H -5.9017 0.0919 -1.3026 0.18
H -4.3868 0.7253 -1.2174 0.15
H -3.6475 -1.7724 -0.9981 0.13
H -5.3384 -1.9843 -0.5784 0.14
H -4.4741 0.2409 1.0239 0.12
H -4.9622 -1.3390 1.5406 0.13
H -2.7319 -0.8766 2.4885 0.15
H -2.7548 -2.2682 1.4307 0.15
C 1.6145 -2.4418 -1.3695 -0.05
C 0.9495 -3.5267 -2.1877 -0.20
O 1.9129 -4.4333 -2.7488 0.03
C 2.3675 -5.3685 -1.9208 -0.39
O 2.0460 -5.5292 -0.7817 0.17
C 3.3664 -6.2807 -2.6629 -0.55
F 4.2426 -5.5601 -3.3668 0.17
F 2.6989 -7.0767 -3.5079 0.17
F 4.0299 -7.0371 -1.8001 0.18
H 2.3533 -1.9115 -1.9713 0.09
H 0.8780 -1.7271 -1.0190 0.05
H 2.1273 -2.8608 -0.5045 0.09
H 0.4301 -3.1025 -3.0455 0.12
H 0.2271 -4.0909 -1.5966 0.12
C 1.5019 3.8598 0.5485 -0.06
C 1.4779 4.1795 2.0277 -0.20
O 2.7628 4.6316 2.4893 0.03
C 3.0492 5.9042 2.2362 -0.40
O 2.3513 6.6964 1.6782 0.17
C 4.4371 6.2494 2.8150 -0.55
F 5.3343 5.3094 2.5045 0.17
F 4.3579 6.3317 4.1488 0.17
F 4.8592 7.4137 2.3414 0.18
H 2.2823 3.1302 0.3290 0.09
H 0.5427 3.4585 0.2370 0.05
H 1.7036 4.7535 -0.0407 0.08
H 1.2675 3.2876 2.6153 0.12
H 0.7232 4.9290 2.2652 0.13
```

* E_tot: -53356.0864 eV
* highest occupied orbital energy: -12.85 eV
* energy above the lowest of the compared OMol25 structures with the same formula, charge and spin: 0.0 kcal per mole
* total charge: +1
* LUMO level: -0.144 Ha



Formula: C17H13Br2Cl2NOPdS
Source: OMol25
Level of theory: ωB97M-V/def2-TZVPD

XYZ file:
```
38
Properties=species:S:1:pos:R:3:lowdin_charge:R:1
Pd -0.4224 -0.6772 -0.7964 0.60
C -0.1319 2.4149 0.5143 -0.03
C -0.2872 1.3638 1.5728 -0.29
C -0.2774 1.6830 2.9483 0.00
C -0.3906 0.6937 3.8806 -0.01
C -0.5588 -0.6503 3.4783 -0.19
C -0.6837 -1.7654 4.3378 -0.63
Br -0.6222 -1.5430 6.2177 0.77
C -0.8454 -3.0168 3.8175 -0.16
C -0.9323 -3.2107 2.4281 -0.61
Br -1.1638 -4.9537 1.7501 0.79
C -0.8759 -2.1627 1.5274 -0.43
O -1.0496 -2.3102 0.2371 -0.26
C -0.6121 -0.8855 2.0942 -0.14
N -0.4419 0.1163 1.1882 0.05
H -0.3299 3.4096 0.9101 0.08
H -0.8217 2.2230 -0.3057 0.07
H 0.8857 2.4024 0.1166 0.09
H -0.1761 2.7162 3.2511 0.12
H -0.3725 0.9261 4.9370 0.09
H -0.9163 -3.8711 4.4759 0.10
Cl 1.7927 -2.2437 -0.8000 0.58
C 3.5630 -2.1694 -0.8826 -0.98
Cl 4.1943 -0.6817 -0.1637 0.50
H 3.8574 -2.1946 -1.9237 0.03
H 3.9564 -3.0139 -0.3316 0.03
S -1.1905 -1.4138 -2.7771 0.64
C -0.8318 0.1908 -3.3512 -0.69
C 0.1416 0.9211 -2.6647 -0.19
C 0.4352 2.2323 -3.0248 -0.09
C -0.2146 2.8072 -4.1013 -0.09
C -1.1733 2.0745 -4.8031 -0.08
C -1.4898 0.7800 -4.4327 -0.11
H 0.7183 0.4541 -1.8447 0.05
H 1.1871 2.7882 -2.4781 0.11
H 0.0158 3.8219 -4.3966 0.10
H -1.6825 2.5236 -5.6467 0.11
H -2.2531 0.2210 -4.9581 0.11
```

* E_tot: -200822.5434 eV
* highest occupied orbital energy (alpha / beta): -7.77 / -7.77 eV
* energy above the lowest of the compared OMol25 structures with the same formula, charge and spin: 26.3 kcal per mole
* total charge: 0
* LUMO level (alpha / beta): -0.033 / -0.033 Ha